# 1
38
Properties=species:S:1:pos:R:3:lowdin_charge:R:1 method="wB97M-V/def2-TZVPD" fmax_ev_per_a=0.581 charge=+1 e_lumo_ev=-2.167 e_above_lowest_kcal_mol=0.0 total_energy_ha=-1360.0802 homo_energy_ev=-11.5 gap_ev=9.31
Na -0.002 -1.432 -0.950 0.382
C -2.080 -0.455 3.307 -0.015
N -1.488 0.539 2.425 -0.131
C -1.657 1.949 2.763 -0.028
C -0.712 0.151 1.399 -0.411
O -0.460 -1.024 1.144 0.006
C -0.095 1.278 0.547 -0.094
O 0.611 0.761 -0.563 -0.152
C 2.021 0.891 -0.531 -0.086
C 2.657 -0.217 -1.392 -0.393
O 2.034 -1.250 -1.632 0.017
N 3.897 0.012 -1.839 -0.131
C 4.645 1.227 -1.522 -0.027
C 4.570 -0.979 -2.675 -0.007
H -3.166 -0.347 3.309 0.097
H -1.723 -0.325 4.330 0.100
H -1.811 -1.444 2.955 0.087
H -2.475 2.038 3.475 0.097
H -1.935 2.544 1.896 0.090
H -0.763 2.363 3.232 0.102
H 0.556 1.880 1.188 0.139
H -0.872 1.935 0.158 0.136
H 2.401 0.780 0.491 0.151
H 2.308 1.879 -0.893 0.132
H 4.496 1.527 -0.487 0.091
H 4.391 2.047 -2.194 0.103
H 5.704 0.999 -1.626 0.097
H 3.891 -1.794 -2.893 0.088
H 5.446 -1.360 -2.149 0.100
H 4.887 -0.507 -3.606 0.101
N -5.123 -0.777 -0.923 0.099
C -4.038 -1.538 -1.110 -0.919
N -4.114 -2.813 -0.704 0.103
S -2.607 -0.899 -1.771 0.651
H -6.012 -1.167 -0.658 0.114
H -5.116 0.152 -1.303 0.098
H -4.953 -3.229 -0.338 0.114
H -3.314 -3.398 -0.858 0.097

***

# 2
9
Properties=species:S:1:pos:R:3:lowdin_charge:R:1 method="wB97M-V/def2-TZVPD" fmax_ev_per_a=7.505 e_lumo_ev="1.051 / -1.882" e_above_lowest_kcal_mol=85.5 total_energy_ha=-586.0608 homo_energy_ev="-5.7 / -8.7" gap_ev="6.72 / 6.81" spin_multiplicity=3
C -1.879 0.670 0.172 -0.215
C 2.185 -0.413 -0.933 -0.063
N -1.029 0.241 0.909 -0.046
N 1.813 -1.251 -0.217 -0.646
S 0.863 -2.209 0.473 0.694
H -2.526 -0.143 -0.163 0.063
H -1.911 1.783 -0.173 0.101
H -0.372 1.089 1.281 0.113
H 2.857 0.233 -1.348 -0.001

***

# 3
11
Properties=species:S:1:pos:R:3:lowdin_charge:R:1 method="wB97M-V/def2-TZVPD" fmax_ev_per_a=3.151 e_lumo_ev=0.931 e_above_lowest_kcal_mol=132.0 smiles="C1=NC1.NO" total_energy_ha=-264.3769 homo_energy_ev=-9.3 gap_ev=10.21
C -0.965 0.018 0.402 -0.168
N -1.826 -0.774 0.830 0.087
C -2.009 -0.269 -0.610 -0.159
H -0.154 0.690 0.578 0.068
H -2.845 0.417 -0.687 0.060
H -2.138 -1.112 -1.276 0.066
N 1.995 0.235 0.643 -0.097
O 2.160 0.304 -0.767 -0.165
H 2.282 1.115 1.068 0.087
H 2.214 -0.653 1.093 0.090
H 1.286 0.028 -1.273 0.129

***

# 4
98
Properties=species:S:1:pos:R:3:lowdin_charge:R:1 method="wB97M-V/def2-TZVPD" fmax_ev_per_a=7.117 charge=+3 e_lumo_ev="-10.348 / -10.732" total_energy_ha=-3514.3983 homo_energy_ev="-16.3 / -16.3" gap_ev="5.98 / 5.55" spin_multiplicity=4
C 1.047 2.377 1.774 -0.293
C -1.164 1.516 1.715 -0.228
C 0.685 3.500 2.505 0.015
C -1.531 2.508 2.639 -0.001
C -0.622 3.505 3.039 0.027
H 1.412 4.312 2.632 0.143
H -2.560 2.463 3.015 0.137
H -0.918 4.294 3.742 0.140
N 0.220 1.312 1.604 0.045
P 3.038 0.736 0.655 1.166
P -2.842 -0.618 0.158 1.342
C 2.342 2.432 0.947 -0.195
H 2.064 2.862 -0.035 0.111
H 3.052 3.137 1.414 0.094
C -2.252 0.986 0.835 -0.248
H -3.221 1.312 1.297 0.124
C -4.536 -0.053 -0.675 -0.616
C -2.996 -2.280 1.324 -0.594
C 3.750 0.650 -1.106 -0.658
C 4.299 0.713 2.087 -0.645
C -4.341 -0.412 -2.158 -0.082
H -4.084 -1.478 -2.297 0.087
H -5.292 -0.227 -2.693 0.115
H -3.555 0.211 -2.616 0.062
C -5.725 -0.810 -0.069 -0.080
H -5.642 -1.907 -0.146 0.077
H -5.886 -0.528 0.980 0.083
H -6.644 -0.518 -0.610 0.118
C -4.883 1.447 -0.583 -0.066
H -5.842 1.603 -1.139 0.125
H -5.081 1.757 0.452 0.091
H -4.122 2.121 -1.039 0.079
C -3.358 -3.502 0.437 -0.066
H -2.635 -3.623 -0.386 0.069
H -3.308 -4.426 1.068 0.118
H -4.379 -3.455 -0.003 0.084
C -1.640 -2.562 2.006 -0.097
H -0.828 -2.694 1.279 0.049
H -1.354 -1.763 2.726 0.088
H -1.722 -3.513 2.572 0.119
C -4.032 -2.047 2.425 -0.068
H -5.025 -1.796 2.046 0.056
H -4.138 -2.986 2.991 0.120
H -3.710 -1.259 3.128 0.099
C 5.071 -0.618 2.022 -0.072
H 5.755 -0.653 2.888 0.111
H 4.396 -1.488 2.089 0.080
H 5.688 -0.701 1.111 0.080
C 3.548 0.808 3.435 -0.061
H 3.064 1.789 3.574 0.089
H 2.795 0.019 3.548 0.054
H 4.297 0.680 4.236 0.119
C 5.289 1.900 2.041 -0.056
H 5.975 1.784 2.897 0.116
H 5.897 1.921 1.127 0.072
H 4.784 2.870 2.160 0.082
C 2.684 1.076 -2.127 -0.084
H 2.455 2.146 -2.079 0.089
H 3.049 0.851 -3.139 0.112
H 1.734 0.541 -2.006 0.039
C 4.143 -0.796 -1.423 -0.074
H 3.278 -1.464 -1.448 0.051
H 4.605 -0.826 -2.419 0.115
H 4.864 -1.210 -0.710 0.077
C 4.984 1.544 -1.224 -0.067
H 4.808 2.560 -0.851 0.095
H 5.853 1.115 -0.709 0.086
H 5.258 1.627 -2.288 0.115
Mn 0.955 -0.312 0.515 0.521
C 1.407 -1.228 2.037 -0.133
O 1.540 -1.998 2.915 0.188
N -0.164 0.495 -0.796 0.068
C -1.353 1.013 -0.580 -0.357
C -1.718 2.154 -1.496 -0.234
C -1.623 1.950 -2.890 -0.051
C -1.918 3.456 -0.998 -0.040
C -1.693 3.051 -3.765 -0.033
H -1.432 0.930 -3.267 0.117
C -2.013 4.562 -1.864 -0.038
H -1.986 3.574 0.093 0.113
C -1.901 4.364 -3.261 -0.029
H -1.566 2.889 -4.843 0.121
H -2.157 5.586 -1.450 0.130
H -1.944 5.235 -3.925 0.123
C 0.834 -5.533 -2.912 -0.008
C 0.808 -4.316 -2.050 -0.212
C -0.198 -3.371 -2.223 0.022
C -0.201 -2.233 -1.433 -0.103
N 0.786 -1.992 -0.522 -0.065
C 1.749 -2.918 -0.343 -0.123
C 1.785 -4.089 -1.078 0.041
H -0.117 -6.073 -2.876 0.107
H 1.009 -5.291 -3.966 0.113
H 1.621 -6.220 -2.606 0.094
H -0.973 -3.499 -2.973 0.140
H -0.965 -1.485 -1.555 0.063
H 2.530 -2.669 0.373 0.108
H 2.585 -4.800 -0.908 0.140

***

# 5
48
Properties=species:S:1:pos:R:3:lowdin_charge:R:1 method="wB97M-V/def2-TZVPD" fmax_ev_per_a=2.392 charge=+2 e_lumo_ev=-6.300 total_energy_ha=-3453.1640 homo_energy_ev=-13.8 gap_ev=7.48
Ga 8.917 7.649 10.387 0.514
C 10.861 5.486 10.942 -0.168
C 9.896 4.817 9.962 -0.156
N 8.579 5.480 9.968 -0.036
C 7.630 4.996 11.020 -0.080
C 7.590 5.937 12.191 -0.213
C 6.911 5.616 13.353 0.026
C 6.805 6.556 14.368 0.025
C 7.451 7.791 14.273 0.038
C 8.085 8.075 13.073 -0.184
C 8.621 9.459 12.817 -0.078
N 9.541 9.432 11.657 -0.039
C 10.978 9.209 11.851 -0.164
C 11.428 7.767 11.930 -0.138
N 10.950 6.933 10.778 -0.063
N 8.158 7.143 12.079 0.112
H 11.820 4.925 10.874 0.154
H 10.491 5.269 11.941 0.125
H 9.905 3.760 10.244 0.137
H 10.324 4.804 8.954 0.142
H 8.138 5.290 9.073 0.148
H 7.895 3.967 11.432 0.164
H 6.617 4.811 10.589 0.164
H 6.517 4.597 13.389 0.143
H 6.221 6.288 15.243 0.136
H 7.419 8.548 15.055 0.143
H 9.082 9.806 13.728 0.136
H 7.754 10.136 12.663 0.167
H 9.498 10.318 11.158 0.151
H 11.333 9.651 12.784 0.141
H 11.535 9.706 11.060 0.140
H 11.029 7.312 12.834 0.126
H 12.525 7.737 11.987 0.148
H 11.295 7.296 9.846 0.156
Cl 5.845 10.065 4.144 0.769
C 6.298 9.626 5.714 -0.695
C 5.344 9.173 6.635 -0.040
C 5.699 8.789 7.905 0.004
C 7.026 8.772 8.308 -0.284
O 7.273 8.365 9.566 -0.070
C 8.029 9.213 7.395 -0.121
C 9.363 8.981 7.697 -0.093
O 9.872 8.293 8.666 -0.064
C 7.628 9.722 6.085 -0.001
H 4.300 9.163 6.239 0.141
H 4.934 8.568 8.690 0.149
H 10.127 9.452 7.035 0.163
H 8.336 9.989 5.302 0.125

***

# 6
21
Properties=species:S:1:pos:R:3:lowdin_charge:R:1 method="wB97M-V/def2-TZVPD" fmax_ev_per_a=0.639 e_lumo_ev=0.765 e_above_lowest_kcal_mol=22.8 smiles=CCO.CCO.O total_energy_ha=-386.4904 homo_energy_ev=-10.7 gap_ev=11.45
C -0.340 2.647 0.647 -0.088
C -0.574 1.309 1.280 -0.320
O -0.111 1.261 2.644 -0.077
H -0.827 3.441 1.216 0.077
H -0.776 2.673 -0.358 0.074
H 0.721 2.875 0.563 0.079
H -0.044 0.533 0.718 0.076
H -1.626 1.011 1.211 0.123
H -0.858 1.124 3.232 0.089
C -0.366 -0.669 -2.027 -0.092
C 0.818 -1.523 -1.630 -0.326
O 0.360 -2.869 -1.515 -0.075
H -0.705 -0.925 -3.033 0.077
H -0.127 0.397 -2.028 0.070
H -1.223 -0.808 -1.360 0.078
H 1.271 -1.189 -0.693 0.088
H 1.575 -1.448 -2.420 0.115
H 1.120 -3.457 -1.511 0.086
O 0.605 -1.724 1.974 -0.048
H 0.575 -1.895 1.029 -0.002
H 0.532 -0.767 2.062 -0.007